Entry 1:
Computed, not measured: a structure of composition C24H14AsF5IrS2, with ωB97M-V with the def2-TZVPD basis set.

Properties
* maximum force: 3.54 eV Å⁻¹
* ΔE to the lowest compared entry with this formula, charge and spin: 0.000 eV
* calculated total energy: -4557.94971 hartree

ORCA input file:
```
! RIJCOSX wB97M-V def2-TZVPD def2/J DEFGRID3
* xyz 2 6
Ir -0.378 -0.573 1.856
F -1.041 6.069 4.672
C -0.901 4.736 4.471
C -0.621 4.213 3.229
F -0.478 5.052 2.174
C -0.436 2.849 3.076
F -0.103 2.501 1.793
C -0.574 1.899 4.088
S -0.475 0.181 3.936
C -0.846 2.487 5.342
F -0.914 1.742 6.484
C -1.041 3.847 5.512
F -1.291 4.368 6.754
S 0.541 -2.508 2.106
C 1.156 -3.112 0.571
C 1.469 -4.463 0.516
C 1.918 -5.022 -0.664
C 2.102 -4.201 -1.790
C 1.847 -2.845 -1.731
C 1.381 -2.288 -0.530
As 1.057 -0.405 -0.118
C -1.225 -0.495 0.021
C -1.958 -1.685 -0.365
C -3.268 -1.539 -0.750
C -3.829 -0.255 -0.864
C -3.008 0.880 -0.855
C -1.700 0.781 -0.410
C 1.339 0.221 -2.111
C 0.413 0.231 -3.168
C 0.784 0.616 -4.438
C 2.090 0.969 -4.747
C 2.996 1.033 -3.706
C 2.624 0.662 -2.414
H 1.396 -5.045 1.404
H 2.106 -6.083 -0.714
H 2.387 -4.671 -2.717
H 2.067 -2.224 -2.594
H -1.470 -2.661 -0.354
H -3.869 -2.408 -0.936
H -4.892 -0.155 -1.051
H -3.451 1.832 -1.163
H -1.050 1.648 -0.375
H -0.604 -0.073 -2.997
H 0.031 0.583 -5.208
H 2.385 1.206 -5.768
H 3.990 1.380 -3.868
H 3.346 0.727 -1.597
*
```


Entry 2:
Computed, not measured: a cluster of 2 separate species, C6H10N2S in total, with ωB97M-V with the def2-TZVPD basis set.

Properties
* maximum force: 4.47 eV Å⁻¹
* ΔE to the lowest compared entry with this formula, charge and spin: 2.929 eV
* calculated total energy: -742.18687 hartree

ORCA input file:
```
! RIJCOSX wB97M-V def2-TZVPD def2/J DEFGRID3
* xyz 0 1
C 0.161 -0.925 0.875
C 1.268 -0.471 0.221
C -0.950 -1.582 0.410
C -2.107 0.943 -0.639
C 2.615 -0.056 0.892
C 1.205 -0.387 -1.195
N -1.897 -2.178 0.086
N -2.021 2.169 -0.162
S -3.571 0.127 -0.115
H 0.330 -0.875 1.938
H 3.231 0.389 0.088
H 2.383 0.529 1.846
H 3.188 -0.900 1.307
H 0.124 -0.224 -1.462
H 1.849 0.455 -1.663
H 1.551 -1.314 -1.525
H -3.270 -1.001 -0.633
H -1.412 2.738 -0.795
H -2.677 2.563 0.526
*
```


Entry 3:
Computed, not measured: a cluster of 2 separate species, C11H17FN3O4 in total, with ωB97M-V with the def2-TZVPD basis set.

Properties
* maximum force: 6.76 eV Å⁻¹
* calculated total energy: -994.06245 hartree

ORCA input file:
```
! RIJCOSX wB97M-V def2-TZVPD def2/J DEFGRID3
* xyz 1 1
C 3.728 0.942 -1.156
C 2.146 0.584 -1.355
O 1.534 0.654 -0.035
C 0.944 1.969 0.138
N -0.365 1.946 -0.586
C -0.828 2.605 -1.780
C -2.270 2.128 -2.037
N -2.454 1.221 -0.929
C -3.620 0.348 -0.552
C -3.045 -1.174 -0.520
N -2.502 -1.674 -1.622
C -1.342 1.066 -0.005
H 3.890 2.054 -1.354
H 4.358 0.257 -1.814
H 3.977 0.681 -0.062
H 2.040 -0.461 -1.831
H 1.699 1.341 -2.096
H 0.778 2.103 1.262
H 1.585 2.818 -0.270
H -0.222 3.318 -2.420
H -3.022 2.369 -2.850
H -4.508 0.474 -1.252
H -3.976 0.625 0.511
H -3.046 -1.836 0.405
H -2.541 -0.951 -2.376
H -1.290 0.385 0.907
C 1.282 -1.743 1.773
C 0.157 -1.851 2.754
O -0.027 -3.242 2.884
C 1.200 -3.795 2.649
O 1.495 -4.915 2.930
O 2.048 -2.903 2.059
F -0.987 -1.308 2.248
H 0.940 -1.780 0.734
H 1.873 -0.838 1.915
H 0.372 -1.415 3.734
*
```


Entry 4:
Computed, not measured: a cluster of 5 separate species, C25H42NO16 in total, with ωB97M-V with the def2-TZVPD basis set.

Properties
* maximum force: 0.75 eV Å⁻¹
* ΔE to the lowest compared entry with this formula, charge and spin: 0.000 eV
* calculated total energy: -2236.22959 hartree

ORCA input file:
```
! RIJCOSX wB97M-V def2-TZVPD def2/J DEFGRID3
* xyz 1 1
O 6.601 0.387 -2.460
C 7.172 0.350 -1.421
O 8.179 -0.511 -1.179
C 6.817 1.273 -0.268
C 6.123 2.547 -0.798
C 4.726 2.631 -0.265
C 3.667 2.041 -0.942
C 2.399 2.102 -0.393
C 1.277 1.451 -1.167
O 1.332 1.395 -2.347
O 0.245 0.977 -0.423
C 2.197 2.737 0.826
C 3.263 3.322 1.450
N 4.497 3.256 0.903
H 8.155 -0.744 -0.241
H 6.130 0.702 0.355
H 7.683 1.529 0.332
H 6.042 2.515 -1.878
H 6.688 3.435 -0.527
H 3.869 1.549 -1.880
H 0.587 0.214 0.068
H 1.216 2.784 1.268
H 3.174 3.831 2.396
H 5.274 3.682 1.393
C -0.011 1.356 -5.363
C -1.099 1.424 -6.413
O -1.647 2.744 -6.538
C -0.880 3.627 -7.175
O 0.198 3.410 -7.665
O -1.525 4.793 -7.198
C -0.795 5.859 -7.811
H -0.381 1.724 -4.405
H 0.331 0.328 -5.237
H 0.846 1.969 -5.642
H -1.937 0.794 -6.122
H -0.744 1.076 -7.383
H -0.482 5.589 -8.817
H 0.073 6.117 -7.206
H -1.470 6.708 -7.857
C -1.810 -1.227 -2.540
C -1.227 -1.723 -1.234
O -2.128 -2.579 -0.525
C -2.247 -3.817 -1.021
O -1.639 -4.259 -1.960
O -3.139 -4.470 -0.284
C -3.432 -5.795 -0.745
H -2.768 -0.735 -2.364
H -1.130 -0.518 -3.014
H -1.982 -2.051 -3.230
H -1.055 -0.877 -0.577
H -0.272 -2.232 -1.391
H -2.523 -6.385 -0.836
H -3.951 -5.753 -1.700
H -4.083 -6.243 0.000
C -10.377 -6.503 2.542
C -9.524 -6.770 1.321
O -8.624 -5.685 1.041
C -7.565 -5.594 1.841
O -7.276 -6.348 2.733
O -6.850 -4.532 1.461
C -5.707 -4.275 2.278
H -10.917 -5.562 2.430
H -11.099 -7.308 2.679
H -9.769 -6.432 3.442
H -10.153 -6.851 0.437
H -8.962 -7.699 1.416
H -5.067 -5.152 2.343
H -6.017 -3.963 3.274
H -5.157 -3.467 1.804
C 1.812 2.053 7.139
C 2.575 1.885 5.843
O 3.417 3.018 5.556
C 4.531 3.104 6.291
O 4.892 2.317 7.122
O 5.182 4.208 5.920
C 6.365 4.476 6.686
H 1.235 2.979 7.124
H 1.130 1.216 7.285
H 2.487 2.096 7.991
H 1.877 1.831 5.008
H 3.171 0.973 5.841
H 7.040 3.623 6.671
H 6.100 4.725 7.711
H 6.848 5.330 6.220
*
```